1.
Entry from the OMol25 dataset: a structure of composition C52H151B2N13O13Pt at a distorted geometry (wB97M-V/def2-TZVPD).

Structure (ORCA input):
```
! RIJCOSX wB97M-V def2-TZVPD def2/J DEFGRID3
* xyz 0 3
Pt -0.410 0.568 -0.339
B 0.820 -1.001 -1.537
H 1.315 -1.491 -2.361
H 1.265 -0.024 -1.424
H -0.241 -0.930 -1.718
H 0.991 -1.593 -0.652
B 0.772 0.813 1.606
H -0.286 0.709 1.795
H 1.203 -0.106 1.239
H 0.897 1.638 0.922
H 1.300 1.088 2.505
C -2.437 -2.416 -4.701
C -1.654 -3.168 -3.638
C -2.640 -4.063 -2.819
O -3.763 -3.346 -2.361
C -4.712 -4.335 -1.897
N -0.652 -3.960 -4.247
H -3.146 -3.092 -5.179
H -1.858 -1.889 -5.460
H -2.989 -1.644 -4.165
H -1.207 -2.573 -2.841
H -2.173 -4.703 -2.071
H -3.012 -4.823 -3.506
H -5.551 -3.805 -1.445
H -4.327 -4.973 -1.102
H -5.073 -4.930 -2.736
H -1.027 -4.503 -5.011
H 0.065 -3.446 -4.739
C 0.061 -0.473 5.247
C -1.170 -1.113 4.564
C -2.470 -0.297 4.628
O -3.101 -0.630 5.890
C -4.384 -0.039 6.049
N -0.745 -1.435 3.193
H 0.951 -1.103 5.262
H -0.178 -0.260 6.288
H 0.373 0.492 4.846
H -1.384 -2.054 5.071
H -3.076 -0.503 3.745
H -2.106 0.723 4.511
H -4.928 -0.405 6.920
H -5.076 -0.177 5.218
H -4.250 1.023 6.257
H -0.014 -2.123 3.303
H -0.216 -0.635 2.879
C -2.297 1.462 -4.364
C -1.354 1.285 -3.139
C -0.384 2.436 -2.807
O 0.304 2.172 -1.609
C 1.593 2.818 -1.641
N -2.081 0.927 -1.956
H -2.817 2.417 -4.434
H -3.084 0.712 -4.443
H -1.708 1.391 -5.279
H -0.810 0.343 -3.211
H -0.996 3.335 -2.731
H 0.261 2.685 -3.649
H 1.530 3.844 -2.006
H 2.263 2.175 -2.210
H 1.956 3.064 -0.644
H -2.575 1.791 -1.785
H -2.817 0.305 -2.258
C 5.825 0.615 3.045
C 4.312 0.402 3.171
C 3.675 0.911 4.462
O 4.112 0.165 5.604
C 3.426 0.505 6.798
N 3.840 1.210 2.023
H 6.327 -0.187 3.585
H 6.085 1.602 3.429
H 6.232 0.578 2.035
H 3.991 -0.627 3.010
H 2.594 0.829 4.346
H 4.007 1.939 4.607
H 2.346 0.597 6.684
H 3.808 1.419 7.253
H 3.532 -0.339 7.480
H 2.838 1.117 1.933
H 4.304 0.819 1.216
C -6.153 1.441 -2.808
C -6.098 -0.115 -2.514
C -6.593 -0.896 -3.736
O -7.975 -0.630 -3.925
C -8.581 -0.939 -5.166
N -4.746 -0.456 -2.188
H -5.526 1.885 -3.581
H -5.884 1.985 -1.902
H -7.133 1.790 -3.132
H -6.658 -0.289 -1.595
H -6.504 -1.978 -3.640
H -6.011 -0.512 -4.574
H -8.903 -1.981 -5.164
H -7.892 -0.720 -5.981
H -9.456 -0.320 -5.362
H -4.677 -0.280 -1.196
H -4.574 -1.434 -2.372
C 6.664 -0.594 -1.336
C 5.144 -0.604 -1.701
C 4.570 -1.966 -2.302
O 5.185 -2.295 -3.529
C 5.077 -3.674 -3.804
N 4.360 -0.397 -0.474
H 6.965 -1.406 -0.674
H 6.934 0.348 -0.859
H 7.311 -0.584 -2.214
H 4.979 0.216 -2.399
H 3.485 -1.886 -2.355
H 4.765 -2.761 -1.582
H 5.780 -4.093 -3.084
H 5.503 -3.820 -4.797
H 4.065 -4.074 -3.747
H 4.531 -1.269 0.007
H 3.368 -0.495 -0.633
C -3.319 2.834 2.177
C -3.033 2.728 0.632
C -3.664 3.839 -0.234
O -3.497 3.550 -1.605
C -3.911 4.605 -2.464
N -1.540 2.576 0.465
H -2.589 2.187 2.662
H -4.320 2.521 2.473
H -3.195 3.842 2.574
H -3.461 1.796 0.262
H -3.266 4.836 -0.045
H -4.730 3.930 -0.024
H -4.033 4.169 -3.456
H -3.065 5.289 -2.537
H -4.831 5.113 -2.177
H -1.191 2.988 1.318
H -1.273 3.294 -0.193
C 2.492 -2.664 2.033
C 2.348 -3.891 3.018
C 3.409 -3.876 4.185
O 4.659 -4.194 3.589
C 5.718 -4.456 4.491
N 0.963 -3.846 3.424
H 2.002 -1.717 2.259
H 2.053 -2.896 1.063
H 3.553 -2.520 1.830
H 2.448 -4.817 2.452
H 3.267 -4.643 4.946
H 3.478 -2.897 4.661
H 5.411 -5.106 5.310
H 6.152 -3.547 4.906
H 6.544 -4.953 3.982
H 0.448 -3.873 2.555
H 0.711 -4.650 3.982
C 1.350 5.584 4.469
C 1.047 4.098 4.323
C -0.416 3.628 4.552
O -0.434 3.291 5.934
C -1.706 3.473 6.619
N 1.369 3.766 2.973
H 0.725 6.140 3.771
H 2.399 5.762 4.229
H 1.154 5.890 5.497
H 1.787 3.552 4.908
H -0.858 2.812 3.980
H -1.079 4.453 4.292
H -1.655 3.456 7.707
H -2.437 2.748 6.262
H -2.076 4.463 6.355
H 1.325 2.781 2.754
H 2.366 3.830 2.824
C 1.094 -6.518 -2.505
C 1.522 -5.282 -1.713
C 2.773 -5.396 -0.854
O 2.718 -6.519 0.052
C 3.944 -6.745 0.753
N 1.677 -4.086 -2.594
H 0.897 -7.378 -1.864
H 1.833 -6.819 -3.247
H 0.159 -6.286 -3.014
H 0.690 -5.053 -1.047
H 2.904 -4.452 -0.326
H 3.624 -5.498 -1.528
H 4.178 -5.858 1.341
H 4.663 -6.943 -0.042
H 3.773 -7.585 1.426
H 1.521 -3.293 -1.988
H 0.852 -4.029 -3.173
C -0.994 6.750 -0.717
C 0.055 6.308 0.313
C 0.540 7.527 1.143
O 1.358 8.398 0.335
C 1.684 9.529 1.018
N -0.488 5.229 1.208
H -0.480 7.400 -1.425
H -1.780 7.336 -0.240
H -1.417 5.944 -1.317
H 0.885 5.917 -0.276
H 1.143 7.131 1.960
H -0.232 8.125 1.627
H 0.797 10.159 1.081
H 2.532 9.958 0.484
H 2.083 9.242 1.991
H 0.199 4.900 1.871
H -1.092 5.696 1.870
C -1.755 -3.066 0.283
C -2.689 -1.854 0.144
C -3.981 -2.089 0.872
O -4.794 -0.920 0.682
C -6.219 -1.094 0.950
N -2.006 -0.695 0.667
H -0.890 -2.968 -0.372
H -2.243 -4.012 0.049
H -1.350 -3.137 1.292
H -2.962 -1.661 -0.893
H -3.762 -2.173 1.937
H -4.553 -2.960 0.551
H -6.676 -0.108 1.036
H -6.357 -1.458 1.969
H -6.711 -1.738 0.221
H -2.716 -0.094 1.060
H -1.570 -0.999 1.526
C 2.200 -0.705 -7.191
C 2.586 -0.902 -5.691
C 2.740 0.368 -4.797
O 3.385 1.426 -5.543
C 4.810 1.208 -5.587
N 1.610 -1.897 -5.068
H 2.861 -0.015 -7.715
H 1.189 -0.334 -7.354
H 2.213 -1.705 -7.625
H 3.520 -1.452 -5.807
H 3.380 0.158 -3.940
H 1.727 0.713 -4.591
H 5.144 0.208 -5.862
H 5.255 1.478 -4.629
H 5.243 1.936 -6.274
H 2.037 -2.143 -4.186
H 0.814 -1.309 -4.866
*
```

Computed properties:
* HOMO-LUMO gap (spin up / spin down): 7.417 / 7.960 eV
* E_LUMO (spin up / spin down): 0.2 / 0.2 eV



2.
Entry from the OMol25 dataset: the molecule C4H10N2O at a distorted geometry (wB97M-V/def2-TZVPD).

Structure (ORCA input):
```
! RIJCOSX wB97M-V def2-TZVPD def2/J DEFGRID3
* xyz 0 1
C -1.604 0.784 -0.980
C -0.227 0.629 -0.348
C 0.434 1.940 -0.017
O 0.323 2.914 -0.706
N -0.329 -0.260 0.884
C 0.192 -1.590 0.739
N 1.697 -1.695 0.562
H -1.535 1.062 -2.050
H -2.048 -0.217 -0.921
H -2.243 1.481 -0.426
H 0.404 -0.034 -0.950
H 1.280 1.881 0.729
H 0.045 0.372 1.581
H -0.419 -2.243 0.109
H 0.192 -1.989 1.757
H 1.871 -2.278 -0.257
H 1.967 -0.757 0.295
*
```

Computed properties:
* SMILES: C[C@@H](C=O)NCN
* HOMO-LUMO gap: 9.929 eV
* E_LUMO: 0.5 eV
* energy above the lowest of the compared OMol25 structures with the same formula, charge and spin: 62.69 kcal per mole